This record from the Open Molecules 2025 dataset describes a 2-piece molecular cluster, C6H7N overall. The level of theory is ωB97M-V/def2-TZVPD.

```
14
Properties=species:S:1:pos:R:3:forces:R:3
N 1.658447 -0.749562 2.991048 0.48 -1.53 0.73
C 0.811831 -1.097796 0.504662 -0.56 -0.61 0.96
C 0.684725 0.152506 0.798649 -0.48 1.15 0.29
C 0.419085 3.295760 -1.860369 -3.27 -3.67 -0.91
C 0.177295 2.044765 -1.419988 0.63 1.77 -0.56
C 1.119225 -0.647243 1.884702 1.16 0.70 -0.32
C 0.567716 -2.376830 -0.102878 -0.50 -1.46 0.83
H 0.930558 -3.141571 0.643465 -0.45 0.45 -1.07
H 0.398852 1.279511 -0.640291 -0.04 1.18 -0.85
H 0.985585 3.986814 -1.352030 1.53 1.51 1.03
H 1.147547 -2.437698 -1.000920 0.07 -0.41 -0.72
H -0.534192 -2.514700 -0.267182 1.09 0.05 -0.09
H -0.253895 3.652223 -2.694176 1.06 -0.20 0.73
H 2.115709 -1.674013 3.184681 -0.69 1.06 -0.04
```
Positions in Å, forces in eV/Å.

Output
**Total energy**: -7816.8229 eV
**Multiplicity**: 3
**Lowest unoccupied orbital energy (spin up / spin down)**: 0.02031 / -0.05382 hartree
**F_max**: 5.002 eV Å⁻¹
**Kohn-Sham gap (spin up / spin down)**: 8.482 / 8.155 eV
**Energy above the lowest of the compared OMol25 structures with the same formula, charge and spin**: 334.3 kJ/mol
**HOMO energy (spin up / spin down)**: -7.930 / -9.620 eV
**Total charge**: 0